A:
Molecular formula: C9H10O4
Method: DFT, wB97M-V/def2-TZVPD

The molar mass is 182.175 g mol⁻¹. Its multiplicity is 1. For the LUMO energy, the calculation gives -0.006 Eh.

Last column: Löwdin charge in e.
Cartesian coordinates (Å):
C  3.63  -0.85  0.18  -0.044
C  1.14  -1.13  0.00  -0.229
C  -0.12  -1.86  -0.07  0.042
C  -1.39  -1.28  -0.27  -0.203
C  -2.76  -2.08  -0.28  -0.053
C  -1.34  0.02  -0.22  -0.092
C  -0.31  0.80  -0.10  -0.232
C  -1.82  2.74  0.23  0.023
C  0.93  0.32  -0.14  -0.182
H  4.57  -1.45  1.19  0.191
H  3.07  0.19  0.95  0.172
H  3.91  -0.42  -0.99  0.139
H  -0.07  -3.02  -0.29  0.149
H  -2.65  -3.25  -0.27  0.140
H  -2.22  0.46  -0.54  0.109
H  -2.20  2.23  1.19  0.124
H  -2.42  2.56  -0.64  0.076
H  -1.72  3.77  0.45  0.056
H  1.67  2.03  0.01  0.113
O  2.33  -1.69  -0.06  -0.144
O  -3.82  -1.48  0.28  -0.057
O  -0.41  2.23  -0.31  -0.105
O  1.99  1.17  -0.30  0.007



B:
Molecular formula: C9H10O4
Method: DFT, wB97M-V/def2-TZVPD

The molar mass is 182.175 g mol⁻¹. Its multiplicity is 1. For the LUMO energy, the calculation gives 0.003 Eh.

Last column: Löwdin charge in e.
Cartesian coordinates (Å):
C  -1.56  -1.62  -0.48  -0.075
C  -1.80  -0.95  0.63  -0.045
C  -0.99  1.30  0.34  -0.359
C  1.65  0.16  -0.33  -0.313
C  -0.25  -1.37  -1.27  -0.090
C  0.30  2.18  0.21  -0.073
C  1.08  1.47  -0.90  -0.088
C  -0.75  0.00  1.04  -0.308
C  0.65  -1.00  -0.16  -0.315
O  -1.97  1.55  -0.27  0.134
O  2.73  0.04  0.19  0.108
O  -0.24  -0.04  2.28  0.082
O  1.03  -1.96  0.68  0.092
H  -2.28  -2.39  -1.01  0.142
H  -2.65  -0.88  1.35  0.147
H  0.10  -2.29  -1.83  0.141
H  -0.42  -0.44  -1.98  0.155
H  -0.01  3.24  -0.10  0.143
H  0.74  2.21  1.15  0.098
H  1.92  2.14  -1.16  0.136
H  0.43  1.27  -1.74  0.098
H  0.38  -0.76  2.34  0.102
H  1.89  -1.86  1.01  0.088



C:
Molecular formula: C9H10O4
Method: DFT, wB97M-V/def2-TZVPD

The molar mass is 182.175 g mol⁻¹. Its multiplicity is 1. For the LUMO energy, the calculation gives -0.006 Eh.

Last column: Löwdin charge in e.
Cartesian coordinates (Å):
C  2.67  -2.38  0.10  -0.146
C  0.58  -1.35  0.06  -0.148
C  -0.81  -1.73  -0.01  0.154
C  -1.77  -0.58  -0.06  -0.103
C  -3.20  -0.91  -0.03  -0.214
C  -1.24  0.72  -0.13  -0.070
C  -0.10  1.00  -0.03  -0.363
C  -0.35  3.29  0.17  -0.043
C  0.90  0.02  -0.11  -0.095
H  3.09  -1.80  -1.05  0.158
H  3.02  -3.68  -0.15  0.170
H  3.34  -1.92  0.79  0.048
H  -1.43  -2.50  0.02  0.060
H  -4.02  -0.28  -0.24  0.101
H  -2.12  1.57  -0.12  0.194
H  -0.59  3.73  -0.56  -0.051
H  -1.02  2.82  1.05  0.145
H  0.36  4.39  0.81  0.194
H  2.32  1.61  -0.29  0.298
O  1.29  -2.55  0.04  -0.117
O  -3.69  -2.04  0.02  0.025
O  0.47  2.21  -0.23  -0.107
O  2.32  0.35  -0.06  -0.089



Stability summary: most stable B, least stable C.



A:
Molecular formula: C10H18N3O
Method: DFT, wB97M-V/def2-TZVPD

The molar mass is 196.274 g mol⁻¹. The total charge is +1. Its multiplicity is 1. For the LUMO energy, the calculation gives -0.104 Eh.

Last column: Löwdin charge in e.
Cartesian coordinates (Å):
C  -0.44  -4.01  -0.47  -0.069
C  -2.18  -0.28  0.22  -0.297
C  -1.26  -0.47  -0.81  -0.098
C  -2.73  -1.39  0.93  0.060
C  -0.63  -1.69  -1.03  -0.036
C  -2.19  -2.71  0.57  0.000
C  -1.02  -2.67  -0.12  -0.300
O  -2.64  1.04  0.30  -0.002
H  -1.16  0.38  -1.48  0.094
H  -3.59  1.18  0.21  0.116
H  -3.50  -1.30  1.62  0.081
H  0.12  -1.73  -1.92  0.156
H  -2.58  -3.60  1.01  0.116
H  -0.20  -4.53  0.47  0.085
H  0.54  -3.95  -0.86  0.062
H  -1.03  -4.73  -1.02  0.086
C  0.79  1.40  0.93  -0.211
C  1.13  1.14  2.42  -0.079
C  1.93  2.55  -1.01  -0.330
N  1.88  2.21  0.29  0.074
N  0.94  1.99  -1.83  0.220
N  3.05  3.15  -1.50  0.222
H  0.80  0.42  0.36  0.114
H  -0.23  1.90  0.79  0.138
H  0.30  0.45  3.05  0.158
H  1.17  2.07  2.87  0.027
H  2.57  2.75  0.81  0.149
H  0.10  1.52  -1.40  0.091
H  1.16  1.69  -2.67  0.053
H  3.74  3.47  -0.84  0.135
H  3.06  3.18  -2.45  0.092
H  2.10  0.57  2.56  0.094



B:
Molecular formula: C10H18N3O
Method: DFT, wB97M-V/def2-TZVPD

The molar mass is 196.274 g mol⁻¹. The total charge is +1. Its multiplicity is 1. For the LUMO energy, the calculation gives -0.108 Eh.

Last column: Löwdin charge in e.
Cartesian coordinates (Å):
C  -2.48  -0.05  1.31  -0.235
C  -1.29  0.31  2.17  -0.067
C  -3.05  -1.75  -0.37  -0.431
N  -2.14  -1.21  0.48  0.071
N  -4.07  -1.05  -0.84  0.237
N  -2.76  -2.95  -0.84  0.224
H  -3.38  -0.24  1.89  0.127
H  -2.71  0.83  0.69  0.120
H  -1.55  1.13  2.83  0.088
H  -0.43  0.68  1.63  0.058
H  -1.20  -1.16  0.11  0.163
H  -4.34  -0.17  -0.44  0.125
H  -4.84  -1.56  -1.25  0.140
H  -2.11  -3.49  -0.27  0.142
H  -3.30  -3.44  -1.53  0.139
H  -1.00  -0.57  2.75  0.091
C  2.92  3.28  -1.17  -0.044
C  2.25  0.19  1.00  -0.031
C  2.37  -0.78  0.00  -0.330
C  2.31  1.51  0.58  -0.052
C  2.52  1.89  -0.74  -0.279
C  2.44  -0.47  -1.34  -0.027
C  2.53  0.88  -1.70  -0.044
O  2.21  -2.09  0.43  0.013
H  2.21  -0.09  2.04  0.119
H  2.17  2.26  1.34  0.112
H  2.60  -1.23  -2.08  0.112
H  2.62  -2.72  -0.18  0.107
H  2.36  3.54  -2.04  0.071
H  3.99  3.39  -1.29  0.086
H  2.49  1.11  -2.76  0.117
H  2.68  4.01  -0.40  0.079



Stability summary: most stable B, least stable A.



A:
Molecular formula: C21H42O7
Method: DFT, wB97M-V/def2-TZVPD

The molar mass is 406.560 g mol⁻¹. Its multiplicity is 1. For the LUMO energy, the calculation gives 0.007 Eh. As for the SMILES: CC(C)=O.CC(C)=O.CC(C)=O.CC(C)=O.CC(C)=O.CC(C)=O.CC(C)=O.

Last column: Löwdin charge in e.
Cartesian coordinates (Å):
C  -4.64  0.74  -0.52  -0.015
C  -4.89  -0.73  -0.65  -0.480
O  -4.40  -1.39  -1.53  0.070
C  -5.88  -1.46  0.27  -0.020
H  -5.37  1.29  0.08  0.082
H  -4.16  1.23  -1.37  0.090
H  -3.78  0.89  0.12  0.043
H  -5.89  -2.50  -0.05  0.080
H  -6.91  -1.10  0.34  0.079
H  -5.54  -1.44  1.31  0.075
C  2.36  -3.50  -1.37  -0.013
C  2.91  -4.39  -2.51  -0.538
O  2.23  -4.50  -3.47  0.098
C  4.29  -4.93  -2.35  -0.019
H  2.91  -2.55  -1.41  0.092
H  2.69  -4.02  -0.47  0.066
H  1.27  -3.51  -1.34  0.063
H  4.46  -5.57  -3.21  0.084
H  4.30  -5.63  -1.52  0.086
H  5.01  -4.12  -2.24  0.096
C  -0.53  0.69  0.70  -0.008
C  0.15  -0.59  0.95  -0.473
O  1.20  -0.69  1.53  0.067
C  -0.54  -1.95  0.57  0.000
H  -0.64  0.89  -0.36  0.087
H  0.05  1.43  1.26  0.082
H  -1.56  0.59  1.04  0.058
H  -0.10  -2.74  1.17  0.076
H  -0.49  -2.19  -0.49  0.045
H  -1.57  -1.87  0.92  0.068
C  3.04  5.79  0.78  -0.034
C  2.17  5.45  -0.40  -0.489
O  2.69  5.37  -1.50  0.061
C  0.67  5.18  -0.08  -0.016
H  4.04  5.86  0.37  0.081
H  3.12  4.85  1.34  0.086
H  2.83  6.60  1.47  0.084
H  0.41  6.06  0.51  0.075
H  0.69  4.26  0.50  0.074
H  0.09  5.11  -1.00  0.081
C  -0.38  -1.20  -3.32  -0.027
C  -1.60  -0.66  -4.03  -0.443
O  -2.36  -1.38  -4.66  0.060
C  -1.70  0.90  -4.17  -0.025
H  0.08  -0.52  -2.60  0.062
H  0.45  -1.41  -3.98  0.094
H  -0.66  -2.09  -2.76  0.071
H  -2.74  1.22  -4.20  0.071
H  -1.31  1.25  -5.13  0.077
H  -1.14  1.52  -3.47  0.059
C  -3.46  2.57  2.46  -0.027
C  -2.32  3.59  2.38  -0.392
O  -1.14  3.32  2.65  0.023
C  -2.69  5.02  1.76  -0.006
H  -3.80  2.57  3.50  0.090
H  -3.21  1.55  2.16  0.053
H  -4.33  2.86  1.87  0.067
H  -3.32  5.67  2.37  0.076
H  -3.21  4.83  0.81  0.072
H  -1.75  5.52  1.53  0.049
C  3.81  -2.37  2.85  -0.025
C  4.82  -3.49  2.56  -0.473
O  5.66  -3.32  1.73  0.066
C  4.77  -4.87  3.29  -0.020
H  3.55  -1.67  2.06  0.061
H  4.11  -1.76  3.71  0.083
H  2.83  -2.80  3.05  0.067
H  5.20  -4.93  4.29  0.077
H  5.34  -5.53  2.63  0.071
H  3.79  -5.33  3.28  0.069



B:
Molecular formula: C21H42O7
Method: DFT, wB97M-V/def2-TZVPD

The molar mass is 406.560 g mol⁻¹. Its multiplicity is 1. For the LUMO energy, the calculation gives 0.013 Eh. As for the SMILES: CC(C)=O.CC(C)=O.CC(C)=O.CC(C)=O.CC(C)=O.CC(C)=O.CC(C)=O.

Last column: Löwdin charge in e.
Cartesian coordinates (Å):
C  -24.34  -10.62  -18.45  -0.018
C  -22.80  -10.29  -18.44  -0.458
O  -22.27  -10.42  -17.33  0.044
C  -22.32  -10.03  -19.81  -0.032
H  -24.99  -9.88  -18.82  0.060
H  -24.52  -10.83  -17.30  0.108
H  -24.62  -11.37  -19.06  0.008
H  -22.61  -10.63  -20.74  0.113
H  -21.25  -9.97  -19.82  0.068
H  -22.85  -9.08  -20.06  0.106
C  -24.06  -14.33  -20.76  0.005
C  -22.95  -14.84  -19.75  -0.360
O  -21.91  -15.42  -20.17  0.008
C  -23.02  -14.18  -18.33  0.009
H  -24.79  -13.57  -20.25  0.093
H  -24.74  -15.19  -20.94  0.092
H  -23.62  -13.85  -21.41  -0.041
H  -24.19  -14.41  -18.11  0.123
H  -23.15  -13.05  -18.37  0.087
H  -22.30  -14.57  -17.82  -0.003
C  -22.67  -18.84  -21.42  -0.021
C  -24.12  -18.80  -21.59  -0.521
O  -24.87  -18.63  -20.61  0.016
C  -24.64  -18.87  -23.00  -0.045
H  -22.35  -19.31  -20.44  0.129
H  -22.39  -17.83  -21.73  0.099
H  -22.39  -19.46  -22.11  0.011
H  -24.67  -19.91  -23.57  0.121
H  -23.95  -18.13  -23.66  0.127
H  -25.74  -18.70  -22.97  0.076
C  -28.25  -17.42  -18.40  -0.009
C  -28.20  -15.99  -17.89  -0.449
O  -29.16  -15.21  -18.15  0.011
C  -27.04  -15.53  -17.06  -0.037
H  -27.64  -18.14  -17.64  0.150
H  -27.84  -17.48  -19.38  0.071
H  -29.15  -17.64  -18.63  0.003
H  -26.25  -15.24  -17.78  0.077
H  -26.75  -16.39  -16.39  0.095
H  -27.13  -14.60  -16.48  0.081
C  -23.82  -11.91  -14.46  -0.018
C  -24.55  -12.98  -15.28  -0.413
O  -25.33  -12.72  -16.18  0.035
C  -23.95  -14.46  -15.08  0.012
H  -24.49  -11.09  -14.49  0.063
H  -22.99  -11.51  -14.84  0.019
H  -23.91  -11.99  -13.31  0.126
H  -23.94  -14.63  -14.04  0.055
H  -22.92  -14.36  -15.60  0.114
H  -24.53  -15.04  -15.65  -0.006
C  -21.86  -14.90  -24.02  -0.007
C  -21.67  -14.07  -25.33  -0.438
O  -21.96  -14.48  -26.48  0.028
C  -21.25  -12.64  -25.08  -0.032
H  -20.77  -15.19  -23.67  0.137
H  -22.17  -15.85  -24.28  0.039
H  -22.25  -14.37  -23.25  0.016
H  -20.32  -12.76  -24.38  0.121
H  -22.17  -11.99  -24.84  0.128
H  -20.72  -12.30  -25.85  0.006
C  -28.42  -12.74  -23.03  -0.006
C  -27.52  -13.60  -22.13  -0.511
O  -26.73  -13.04  -21.48  0.098
C  -27.78  -15.00  -22.00  0.019
H  -28.50  -13.30  -23.96  0.069
H  -28.01  -11.76  -23.18  0.078
H  -29.47  -12.91  -22.81  0.089
H  -26.98  -15.46  -22.07  -0.003
H  -28.41  -15.41  -22.90  0.151
H  -28.20  -15.30  -21.18  0.030



Stability summary: most stable A, least stable B.



A:
Molecular formula: C2H8NOPS
Method: DFT, wB97M-V/def2-TZVPD

The molar mass is 125.133 g mol⁻¹. Its multiplicity is 1. For the LUMO energy (spin up / spin down), the calculation gives -0.078 / -0.078 Eh.

Last column: Löwdin charge in e.
Cartesian coordinates (Å):
C  -0.57  1.10  -1.85  -0.173
C  1.65  -1.14  1.00  -0.115
N  -0.26  -0.01  -0.98  -0.283
O  -2.00  -1.03  2.02  -0.503
P  0.27  0.29  0.56  0.512
S  1.01  2.06  0.86  0.259
H  0.32  1.77  -2.02  0.092
H  -1.01  0.75  -2.76  0.084
H  -1.23  1.71  -1.40  0.027
H  1.95  -0.94  1.97  0.009
H  1.18  -2.11  0.80  0.052
H  2.32  -0.89  0.30  -0.022
H  -0.76  -0.89  -1.04  0.102
H  -2.86  -0.68  2.52  -0.042



B:
Molecular formula: C2H8NOPS
Method: DFT, wB97M-V/def2-TZVPD

The molar mass is 125.133 g mol⁻¹. Its multiplicity is 1. For the LUMO energy, the calculation gives 0.004 Eh.

Last column: Löwdin charge in e.
Cartesian coordinates (Å):
C  0.08  -1.29  0.37  -0.218
C  0.34  0.11  0.67  -0.513
N  -2.18  0.63  -0.04  -0.190
O  -0.51  0.31  -1.84  -0.535
P  2.49  1.09  -0.03  0.737
S  -0.63  1.10  -0.63  0.740
H  0.05  -1.49  -0.73  0.074
H  -0.85  -1.70  0.84  0.081
H  1.03  -1.67  0.92  0.101
H  0.19  0.42  1.65  0.027
H  -2.89  0.54  -0.70  0.013
H  -2.56  1.33  0.62  0.054
H  2.22  0.70  -1.35  -0.179
H  3.22  -0.07  0.24  -0.192



Stability summary: most stable B, least stable A.



A:
Molecular formula: C2H8NOPS
Method: DFT, wB97M-V/def2-TZVPD

The molar mass is 125.133 g mol⁻¹. Its multiplicity is 1. For the LUMO energy, the calculation gives 0.002 Eh.

Last column: Löwdin charge in e.
Cartesian coordinates (Å):
C  -0.47  2.00  0.56  -0.134
C  0.81  -1.30  -1.54  -0.230
N  -0.58  0.59  -0.12  -0.262
O  0.45  -1.81  1.67  -0.392
P  0.89  -0.19  -0.09  0.328
S  2.55  0.51  0.36  0.325
H  0.13  2.48  -0.22  0.057
H  -1.44  2.51  0.75  0.079
H  0.05  1.89  1.58  0.080
H  1.44  -2.13  -1.28  0.038
H  -0.30  -1.61  -1.68  0.089
H  1.25  -0.75  -2.33  0.023
H  -1.40  0.05  0.15  0.091
H  0.79  -1.27  2.38  -0.091



B:
Molecular formula: C2H8NOPS
Method: DFT, wB97M-V/def2-TZVPD

The molar mass is 125.133 g mol⁻¹. Its multiplicity is 1. For the LUMO energy, the calculation gives 0.024 Eh. As for the SMILES: CS[P@@](C)(N)=O.

Last column: Löwdin charge in e.
Cartesian coordinates (Å):
C  1.54  -1.21  0.93  -0.185
C  -2.46  0.67  0.14  -0.387
N  1.24  0.29  -1.50  -0.117
O  0.22  1.56  0.75  -0.527
P  0.52  0.04  0.00  0.485
S  -1.45  -0.81  -0.37  0.555
H  0.98  -2.09  0.99  0.006
H  2.45  -1.43  0.21  0.090
H  1.87  -0.79  1.84  0.024
H  -3.51  0.41  0.17  0.038
H  -2.34  1.34  -0.62  -0.007
H  -1.98  0.82  1.02  -0.042
H  0.73  0.98  -2.05  0.066
H  2.19  0.22  -1.50  0.001



Stability summary: most stable B, least stable A.



A:
Molecular formula: C3H6BrNO2
Method: DFT, wB97M-V/def2-TZVPD

The molar mass is 167.990 g mol⁻¹. Its multiplicity is 1. For the LUMO energy, the calculation gives 0.014 Eh. As for the SMILES: CC[C@H](Br)[N+](=O)[O-].

Last column: Löwdin charge in e.
Cartesian coordinates (Å):
C  -0.61  -0.62  -0.27  -0.125
C  0.85  -0.22  -0.14  -0.371
C  1.13  1.21  0.09  -0.585
N  1.41  1.41  1.86  -0.380
O  1.51  2.56  2.24  0.033
O  1.47  0.41  2.56  0.036
Br  2.83  1.73  -0.63  0.770
H  -1.06  -0.91  0.76  0.097
H  -0.93  -1.48  -0.97  0.093
H  -1.33  0.16  -0.68  0.081
H  1.41  -0.40  -1.09  0.084
H  1.49  -0.91  0.59  0.163
H  0.32  1.93  -0.08  0.104



B:
Molecular formula: C3H6BrNO2
Method: DFT, wB97M-V/def2-TZVPD

The molar mass is 167.990 g mol⁻¹. Its multiplicity is 1. For the LUMO energy, the calculation gives 0.021 Eh.

Last column: Löwdin charge in e.
Cartesian coordinates (Å):
C  -0.46  0.04  -1.56  -0.492
C  1.27  -0.33  0.74  -0.152
C  -0.11  0.15  0.40  -0.612
N  -0.54  1.36  0.78  0.095
O  -0.58  -1.14  -2.04  0.074
O  -0.55  1.04  -2.17  0.130
Br  -1.38  -1.58  0.92  0.465
H  2.12  0.28  0.34  0.088
H  1.43  -0.18  1.81  0.073
H  1.60  -1.35  0.25  0.119
H  -0.53  1.56  1.69  0.054
H  -1.21  1.81  0.14  0.132
H  -1.06  -1.64  -1.28  0.026



Stability summary: most stable B, least stable A.